[1]
Below is a 7-piece molecular cluster, C44H63F9N2O26S6 overall, with properties calculated with wB97M-V/def2-TZVPD.

Output
Maximum force: 3.934 eV/Å
Charge: 0
Highest occupied orbital energy: -8.6 eV
SMILES string: CCCCCCC[C@H]1NC(=O)[C@@](Cc2ccccc2C)(C(F)(F)C(F)(F)C(F)(F)C(F)(F)F)[C@]1(OCCCC)c1ccccn1.O=S1(=O)OCCO1.O=S1(=O)OCCO1.O=S1(=O)OCCO1.O=S1(=O)OCCO1.O=S1(=O)OCCO1.O=S1(=O)OCCO1

XYZ file:
```
150
Properties=species:S:1:pos:R:3:mulliken_charge:R:1
C -5.217 -1.103 3.466 -1.15
C -3.849 -1.793 3.046 0.38
C -4.070 -2.799 1.830 -0.07
C -3.143 -4.074 1.892 -0.74
C -1.747 -3.931 1.145 -0.77
C -1.426 -2.472 0.676 0.06
C 0.019 -2.320 -0.001 -0.74
C 0.109 -0.838 -0.501 -1.13
N -1.012 0.108 -0.191 0.17
C -0.427 0.990 0.794 -1.16
O -1.192 1.305 1.676 -0.54
C 1.149 1.293 0.638 3.14
C 1.517 2.761 0.165 -0.42
C 0.355 3.752 -0.114 -0.34
C -0.689 4.118 0.854 -0.30
C -1.754 5.059 0.612 -0.82
C -1.858 5.740 -0.671 -0.51
C -0.826 5.449 -1.643 -0.85
C 0.265 4.487 -1.395 1.31
C 1.285 4.381 -2.565 -1.63
C 1.708 1.240 2.104 -0.48
F 1.144 2.339 2.780 -0.41
F 3.079 1.510 2.184 -0.40
C 1.460 0.007 3.032 0.75
F 2.704 -0.548 3.389 -0.44
F 0.752 -1.055 2.551 -0.06
C 0.808 0.303 4.470 0.23
F 0.659 -0.986 5.000 -0.31
F -0.466 0.772 4.408 -0.23
C 1.740 1.051 5.500 0.69
F 0.966 1.892 6.268 -0.28
F 2.778 1.745 4.998 -0.19
F 2.266 0.148 6.396 -0.26
C 1.465 0.052 -0.362 1.09
O 2.362 -0.870 0.198 -0.55
C 3.759 -0.636 0.224 -1.08
C 4.397 0.633 -0.415 0.75
C 5.874 0.751 0.189 -0.58
C 6.533 2.128 -0.281 -0.92
C 1.529 0.360 -1.930 0.37
C 2.413 -0.487 -2.688 -0.47
C 2.510 -0.334 -4.131 -0.56
C 1.599 0.696 -4.629 -0.49
C 0.757 1.403 -3.712 -0.84
N 0.660 1.319 -2.349 -0.12
H -5.090 -0.457 4.384 0.33
H -6.011 -1.855 3.721 0.22
H -5.627 -0.433 2.668 0.23
H -3.154 -0.954 2.798 -0.25
H -3.537 -2.397 3.938 0.20
H -4.077 -2.272 0.842 0.23
H -5.129 -3.173 1.971 0.13
H -2.978 -4.303 2.979 0.35
H -3.712 -4.902 1.383 0.27
H -1.768 -4.610 0.249 0.28
H -0.955 -4.290 1.865 0.18
H -2.169 -2.199 -0.117 0.30
H -1.448 -1.776 1.553 -0.20
H 0.741 -2.675 0.763 -0.26
H 0.014 -3.047 -0.861 0.66
H -0.136 -1.000 -1.593 1.22
H -1.413 0.554 -1.014 0.40
H 2.230 3.319 0.824 0.93
H 2.089 2.674 -0.801 0.21
H -0.677 3.645 1.868 0.14
H -2.512 5.244 1.410 0.48
H -2.710 6.440 -0.809 0.40
H -0.885 5.999 -2.617 0.31
H 1.927 5.308 -2.539 0.40
H 0.695 4.396 -3.522 0.40
H 1.934 3.481 -2.569 0.15
H 4.276 -1.524 -0.256 0.56
H 4.119 -0.674 1.295 -0.06
H 3.922 1.613 -0.176 -0.41
H 4.562 0.589 -1.525 0.43
H 5.716 0.877 1.300 0.34
H 6.515 -0.126 -0.062 0.43
H 7.035 2.663 0.561 0.36
H 7.301 1.897 -1.087 0.06
H 5.754 2.801 -0.735 0.27
H 3.034 -1.268 -2.200 0.40
H 3.197 -0.934 -4.762 0.11
H 1.558 0.928 -5.713 0.41
H 0.058 2.153 -4.168 0.42
C -4.596 2.752 -0.281 -0.09
C -6.101 2.583 -0.364 -0.22
O -6.567 3.766 -1.021 -0.33
S -5.445 4.266 -2.070 1.06
O -5.794 3.786 -3.364 -0.56
O -5.165 5.635 -1.808 -0.55
O -4.222 3.371 -1.514 -0.20
H -4.317 3.423 0.536 0.10
H -4.079 1.801 -0.159 0.21
H -6.564 2.480 0.616 0.18
H -6.370 1.724 -0.984 0.35
C -7.856 1.848 5.032 -0.39
C -8.870 0.802 5.450 -0.26
O -9.850 0.804 4.406 -0.33
S -9.130 1.155 3.006 1.10
O -8.856 -0.068 2.324 -0.56
O -9.826 2.235 2.401 -0.59
O -7.743 1.710 3.613 -0.25
H -8.215 2.858 5.249 0.30
H -6.889 1.699 5.509 0.34
H -9.331 1.028 6.410 0.32
H -8.419 -0.193 5.489 0.22
C 5.500 -0.945 -8.628 -0.21
C 5.432 -2.414 -9.001 -0.39
O 5.142 -3.090 -7.775 -0.31
S 4.227 -2.137 -6.849 1.12
O 2.867 -2.517 -7.016 -0.54
O 4.842 -2.030 -5.570 -0.55
O 4.468 -0.760 -7.655 -0.29
H 6.457 -0.698 -8.161 0.20
H 5.337 -0.293 -9.485 0.32
H 6.364 -2.778 -9.429 0.32
H 4.612 -2.608 -9.697 0.29
C -10.609 -3.690 2.559 -0.41
C -9.355 -2.933 2.168 0.09
O -8.299 -3.574 2.894 -0.24
S -8.645 -5.142 3.058 1.09
O -7.960 -5.864 2.042 -0.55
O -8.548 -5.480 4.436 -0.55
O -10.206 -5.060 2.652 -0.32
H -10.971 -3.374 3.541 0.32
H -11.405 -3.576 1.826 0.33
H -9.407 -1.874 2.421 0.11
H -9.145 -3.041 1.100 0.20
C 4.679 -3.738 2.090 0.07
C 4.559 -4.678 3.273 -0.26
O 4.583 -5.989 2.704 -0.34
S 5.515 -5.977 1.384 1.08
O 6.808 -6.448 1.741 -0.54
O 4.770 -6.525 0.305 -0.54
O 5.596 -4.374 1.197 -0.32
H 3.721 -3.627 1.574 0.02
H 5.049 -2.755 2.379 0.20
H 3.643 -4.520 3.839 0.31
H 5.419 -4.584 3.942 0.34
C 9.771 3.330 -3.899 -0.32
C 10.723 2.162 -4.072 -0.35
O 9.952 1.008 -3.728 -0.33
S 8.412 1.256 -4.144 0.99
O 8.183 0.646 -5.409 -0.57
O 7.595 0.999 -3.009 -0.35
O 8.506 2.853 -4.364 -0.31
H 9.666 3.603 -2.846 0.27
H 10.082 4.204 -4.469 0.31
H 11.600 2.242 -3.433 0.32
H 11.040 2.060 -5.113 0.28
```

---

[2]
Below is a 14-piece molecular cluster, C44H64Cl12F24O16 overall, with properties calculated with wB97M-V/def2-TZVPD.

Output
Maximum force: 5.347 eV/Å
Charge: 0
Highest occupied orbital energy: -10.4 eV

XYZ file:
```
160
Properties=species:S:1:pos:R:3:mulliken_charge:R:1
C -10.610 -15.042 10.075 -1.11
C -9.432 -15.945 9.565 -0.27
O -10.033 -17.011 8.768 -0.25
C -9.256 -18.115 8.567 0.33
O -8.012 -18.127 8.698 -0.55
C -10.033 -19.267 7.948 0.91
F -10.164 -18.952 6.643 -0.22
F -9.371 -20.459 8.127 -0.23
F -11.250 -19.372 8.444 -0.25
H -11.084 -14.607 9.196 0.28
H -10.300 -14.327 10.838 0.39
H -11.258 -15.721 10.629 0.30
H -8.732 -16.254 10.341 0.39
H -8.714 -15.418 8.937 0.27
C -2.299 -22.885 7.937 -1.13
C -1.310 -22.979 6.798 0.80
O -0.222 -23.879 6.930 -0.16
C 0.800 -23.469 7.843 0.32
O 0.730 -22.445 8.551 -0.52
C 2.160 -24.277 7.936 0.80
F 3.092 -23.440 7.428 -0.22
F 2.533 -24.500 9.168 -0.25
F 2.089 -25.466 7.323 -0.25
H -1.796 -22.834 8.903 0.41
H -3.028 -23.689 7.830 0.23
H -2.802 -21.920 7.870 0.23
H -0.965 -21.954 6.661 -0.16
H -1.858 -23.077 5.861 -0.02
C -8.770 -26.438 0.504 -0.78
C -9.845 -25.661 -0.269 -0.18
O -10.909 -26.521 -0.434 -0.34
C -12.032 -26.325 0.344 0.32
O -11.972 -25.949 1.496 -0.47
C -13.373 -26.910 -0.277 0.83
F -14.052 -25.892 -0.897 -0.24
F -13.100 -27.882 -1.137 -0.22
F -14.187 -27.347 0.693 -0.23
H -7.795 -25.971 0.644 0.11
H -8.645 -27.423 0.054 0.25
H -9.074 -26.484 1.550 0.29
H -9.465 -25.468 -1.273 0.18
H -10.180 -24.694 0.105 0.44
C -8.774 -17.587 4.146 -0.82
C -7.793 -16.710 5.076 -0.41
O -6.882 -17.540 5.830 -0.07
C -5.700 -17.043 6.269 0.34
O -5.308 -15.893 6.072 -0.59
C -4.948 -18.119 7.221 0.82
F -4.806 -17.528 8.374 -0.28
F -5.625 -19.203 7.414 -0.20
F -3.766 -18.451 6.691 -0.23
H -8.188 -18.405 3.726 -0.01
H -9.220 -16.907 3.420 0.39
H -9.595 -18.122 4.623 0.35
H -8.354 -16.184 5.848 0.34
H -7.235 -16.017 4.447 0.38
C -5.037 -16.867 2.721 0.50
C -6.072 -16.298 1.711 -0.78
O -6.864 -17.291 1.108 -0.24
C -6.451 -18.046 0.087 0.29
O -5.294 -18.216 -0.412 -0.63
C -7.615 -19.002 -0.298 0.97
F -7.293 -19.702 -1.407 -0.25
F -7.793 -19.881 0.655 -0.18
F -8.687 -18.312 -0.551 -0.25
H -4.156 -16.328 3.069 0.33
H -4.674 -17.851 2.423 0.10
H -5.640 -16.984 3.621 -0.80
H -5.529 -15.865 0.870 0.39
H -6.681 -15.579 2.259 0.55
C 5.911 -25.249 2.192 -1.13
C 4.914 -25.063 3.338 -0.15
O 3.580 -25.381 2.987 -0.25
C 2.530 -24.813 3.617 0.32
O 2.675 -24.229 4.713 -0.48
C 1.131 -25.171 2.981 0.91
F 0.192 -24.302 3.243 -0.20
F 1.135 -25.183 1.662 -0.30
F 0.734 -26.377 3.357 -0.26
H 6.300 -26.267 2.165 0.30
H 6.733 -24.554 2.361 0.35
H 5.370 -25.040 1.269 0.31
H 4.963 -24.010 3.614 0.28
H 5.246 -25.697 4.161 0.28
C -15.073 -21.686 -2.391 -1.17
C -14.460 -20.323 -1.874 -0.27
O -13.727 -20.623 -0.715 -0.15
C -12.853 -19.770 -0.280 0.31
O -12.704 -18.639 -0.692 -0.53
C -11.970 -20.280 0.875 0.94
F -10.715 -20.447 0.494 -0.26
F -11.876 -19.393 1.955 -0.26
F -12.359 -21.448 1.358 -0.24
H -14.454 -22.581 -2.324 0.32
H -15.583 -21.554 -3.345 0.37
H -15.828 -21.893 -1.632 0.31
H -15.163 -19.491 -1.905 0.35
H -13.711 -20.110 -2.637 0.29
C -7.624 -27.627 4.997 -1.05
C -7.130 -26.242 5.513 -0.21
O -5.668 -26.264 5.362 -0.31
C -5.104 -25.736 4.325 0.34
O -5.714 -25.177 3.458 -0.53
C -3.590 -26.002 4.154 0.84
F -3.426 -26.407 2.903 -0.21
F -2.886 -24.858 4.335 -0.20
F -3.197 -26.923 5.038 -0.25
H -7.199 -27.951 4.047 0.22
H -8.707 -27.559 4.898 0.38
H -7.489 -28.378 5.775 0.33
H -7.478 -26.196 6.545 0.34
H -7.566 -25.454 4.899 0.26
Cl 0.839 -19.632 7.576 -0.15
C 1.363 -19.191 5.958 -0.39
C 2.240 -20.347 5.460 -0.24
Cl 3.176 -19.864 4.066 -0.24
H 1.907 -18.253 6.069 0.42
H 0.600 -19.114 5.183 0.23
H 1.741 -21.297 5.266 0.08
H 3.030 -20.547 6.183 0.30
Cl -2.709 -23.090 -0.612 -0.07
C -1.412 -23.124 -1.715 -0.40
C -0.189 -23.832 -1.064 -0.37
Cl 1.190 -24.151 -2.218 -0.24
H -1.135 -22.161 -2.144 0.19
H -1.876 -23.608 -2.575 0.33
H -0.383 -24.805 -0.613 0.36
H 0.256 -23.237 -0.266 0.20
Cl -6.394 -22.359 -0.526 0.05
C -6.501 -23.805 -1.584 0.17
C -7.306 -23.367 -2.847 -0.52
Cl -7.526 -24.777 -3.949 -0.21
H -6.952 -24.590 -0.977 -0.47
H -5.508 -24.112 -1.911 0.33
H -6.839 -22.548 -3.394 0.43
H -8.279 -22.998 -2.522 0.27
Cl -1.633 -17.502 1.707 -0.21
C -1.404 -18.631 0.278 -0.35
C 0.038 -19.114 0.142 -0.37
Cl 0.228 -20.047 -1.385 -0.21
H -1.631 -18.036 -0.607 0.37
H -2.153 -19.415 0.394 0.15
H 0.450 -19.751 0.925 0.27
H 0.717 -18.270 0.021 0.36
Cl -5.590 -27.034 -1.578 -0.20
C -5.150 -27.887 0.050 0.10
C -5.617 -29.388 0.055 -0.46
Cl -4.390 -30.668 0.043 -0.20
H -5.605 -27.383 0.903 -0.32
H -4.087 -27.793 0.271 0.50
H -6.274 -29.787 -0.718 0.35
H -6.274 -29.524 0.914 0.26
Cl -3.114 -21.242 3.936 -0.03
C -4.452 -21.850 2.861 0.26
C -5.783 -21.370 3.434 -0.18
Cl -6.281 -21.901 5.068 -0.20
H -4.427 -22.939 2.848 -0.23
H -4.377 -21.598 1.803 0.11
H -6.624 -21.697 2.822 0.20
H -5.782 -20.284 3.532 0.00
```

---

[3]
Below is C44H66AsBBrMnN4O4Si as an isolated structure, with properties calculated with wB97M-V/def2-TZVPD.

Output
Maximum force: 0.744 eV/Å
Charge: +1
Highest occupied orbital energy (spin up / spin down): -9.6 / -10.2 eV
Expectation value of S²: 8.76
2S+1: 6
Energy above the lowest of the compared OMol25 structures with the same formula, charge and spin: 0.178 eV

XYZ file:
```
123
Properties=species:S:1:pos:R:3:mulliken_spin:R:1
Mn 0.817 -0.247 0.159 4.39
C -1.001 -3.174 3.931 0.00
C -0.627 -1.707 4.094 -0.01
C 0.063 -1.504 5.433 0.00
O 0.313 -1.403 3.042 0.02
B -0.327 -0.730 1.993 -0.11
O -1.605 -0.384 2.418 -0.01
C -1.805 -0.737 3.808 0.01
C -1.735 0.565 4.596 0.00
C -3.189 -1.346 3.932 0.00
H -0.099 -3.779 4.021 0.00
H -1.435 -3.358 2.946 0.00
H -1.712 -3.497 4.692 0.00
H 0.907 -2.193 5.505 0.00
H -0.614 -1.715 6.263 0.00
H 0.437 -0.488 5.542 0.00
H -0.776 1.064 4.446 0.00
H -1.884 0.397 5.663 0.00
H -2.519 1.234 4.239 0.00
H -3.306 -2.210 3.280 0.00
H -3.934 -0.602 3.647 0.00
H -3.391 -1.652 4.962 0.00
O 2.424 -1.517 -0.147 0.22
As 3.009 -2.327 -1.473 0.05
C 4.364 -1.268 -2.299 0.00
C 5.201 -1.806 -3.269 0.00
C 6.170 -1.003 -3.850 0.00
C 6.302 0.322 -3.453 0.00
C 5.471 0.849 -2.474 0.00
C 4.494 0.056 -1.892 0.00
C 3.761 -4.009 -0.974 0.00
C 3.390 -5.176 -1.631 0.00
C 3.958 -6.384 -1.250 0.00
C 4.886 -6.418 -0.219 0.00
C 5.251 -5.248 0.437 0.00
C 4.691 -4.039 0.060 0.00
C 1.562 -2.646 -2.686 0.00
C 0.322 -2.955 -2.128 0.07
C -0.776 -3.132 -2.956 0.02
C -0.629 -3.014 -4.334 0.00
C 0.610 -2.717 -4.885 0.00
C 1.711 -2.524 -4.060 0.00
H 5.109 -2.846 -3.565 0.00
H 6.827 -1.411 -4.606 0.00
H 7.065 0.943 -3.905 0.00
H 5.588 1.878 -2.159 0.00
H 3.848 0.445 -1.111 0.01
H 2.658 -5.151 -2.429 0.00
H 3.672 -7.297 -1.756 0.00
H 5.326 -7.360 0.079 0.00
H 5.971 -5.281 1.244 0.00
H 4.965 -3.126 0.576 0.00
H 0.211 -3.050 -1.052 -0.05
H -1.743 -3.356 -2.526 0.00
H -1.487 -3.152 -4.979 0.00
H 0.719 -2.625 -5.958 0.00
H 2.674 -2.270 -4.490 0.00
N 1.761 2.074 -1.699 0.04
C 1.881 2.615 -2.920 0.01
C 1.190 1.800 -3.790 -0.01
C 0.672 0.780 -2.984 0.03
N 1.036 0.944 -1.717 0.02
H 2.109 2.397 -0.808 0.02
H 2.426 3.531 -3.077 0.00
H 1.062 1.933 -4.850 0.00
H 0.042 -0.050 -3.260 0.01
C -5.357 0.552 -3.026 0.00
C -4.343 1.693 -2.848 0.00
C -3.270 1.470 -3.930 0.00
C -5.058 3.021 -3.143 0.00
Si -3.631 1.667 -1.064 -0.01
Br -2.212 -0.098 -1.065 0.11
C -4.921 1.249 0.288 0.00
C -4.345 1.468 1.697 0.00
C -6.172 2.131 0.135 0.00
C -5.343 -0.229 0.233 0.00
C -2.517 3.174 -0.624 0.02
C -3.371 4.394 -0.237 0.00
C -1.637 3.580 -1.815 0.00
C -1.554 2.861 0.531 -0.09
H -5.702 0.543 -4.065 0.00
H -6.237 0.665 -2.394 0.00
H -4.908 -0.423 -2.819 0.00
H -3.763 1.463 -4.908 0.00
H -2.767 0.509 -3.807 0.00
H -2.510 2.249 -3.954 0.00
H -5.530 2.962 -4.129 0.00
H -4.367 3.864 -3.168 0.00
H -5.843 3.249 -2.420 0.00
H -4.130 2.515 1.912 0.00
H -3.437 0.879 1.862 0.00
H -5.092 1.140 2.428 0.00
H -5.936 3.197 0.156 0.00
H -6.847 1.934 0.974 0.00
H -6.726 1.924 -0.780 0.00
H -4.506 -0.887 0.474 0.00
H -5.743 -0.531 -0.734 0.00
H -6.124 -0.395 0.981 0.00
H -4.071 4.678 -1.024 0.00
H -2.712 5.251 -0.066 0.00
H -3.939 4.238 0.679 0.00
H -2.214 3.990 -2.644 0.00
H -1.046 2.742 -2.188 0.00
H -0.944 4.363 -1.488 0.00
H -2.058 2.612 1.462 0.00
H -0.931 3.744 0.715 0.00
H -0.887 2.030 0.293 0.14
N 2.091 1.506 1.118 -0.01
C 2.373 1.637 2.233 0.09
N 2.707 1.767 3.492 0.00
C 3.547 2.907 3.898 0.00
C 5.006 2.479 3.875 0.00
O 5.204 1.328 4.672 0.00
C 4.454 0.222 4.203 0.00
C 2.967 0.523 4.249 0.00
H 3.246 3.184 4.908 0.00
H 3.359 3.748 3.232 0.00
H 5.642 3.263 4.284 0.00
H 5.318 2.276 2.841 0.00
H 4.694 -0.620 4.849 0.00
H 4.753 -0.026 3.175 0.00
H 2.645 0.700 5.276 0.00
H 2.365 -0.280 3.824 0.00
```

---

> The highest maximum force belongs to which entry?

C44H64Cl12F24O16

---

> What is the formula in the second record?

C44H64Cl12F24O16

---

> Number 3 is which compound?

C44H66AsBBrMnN4O4Si

---

> The lowest maximum force belongs to which entry?

C44H66AsBBrMnN4O4Si